This record from the OMol25 dataset describes C5H10O3Sn as an isolated structure. The level of theory is ωB97M-V with the def2-TZVPD basis set.

## Properties
Energy relative to the best compared isomer or geometry (same formula, charge and spin), kcal per mole: 0.0
E_LUMO (spin up / spin down), eV: -3.42 / -6.52
E_HOMO (spin up / spin down), eV: -11.32 / -11.25
Gap between HOMO and LUMO (spin up / spin down), Eh: 0.290 / 0.174
Spin multiplicity: 2
Charge: +1

Last column: natural (NBO) charge in e.
Geometry (Å):
H 1.236 1.523 1.428  -0.354
C 2.331 -0.472 0.264  0.201
C 0.044 -1.446 -0.099  -0.086
H -3.331 0.499 -0.771  0.212
O -1.334 0.489 -0.220  -0.609
O 2.337 1.485 -0.969  -0.577
H 0.313 -2.296 0.537  0.236
O 1.012 -0.403 0.043  -0.558
H -2.985 1.088 0.894  0.205
H 4.107 0.485 -0.597  0.210
H 2.715 -1.488 0.390  0.220
C 3.011 0.500 -0.547  0.310
C -1.266 -0.825 0.328  -0.106
C -2.634 1.074 -0.147  -0.270
Sn 0.390 1.596 -0.211  1.056
H -2.554 2.094 -0.535  0.238
H 0.040 -1.706 -1.165  0.225
H -2.097 -1.437 -0.049  0.231
H -1.335 -0.759 1.424  0.215